18
Properties=species:S:1:pos:R:3 method="wB97M-V/def2-TZVPD" smiles="NCC(=O)NCCS" energy_ha=-741.34030 relative_energy_ev=1.026 largest_force_ha_per_bohr=0.051 homo_ev=-9.269 lumo_ev=0.72 homo_lumo_gap_ha=0.3672
O 1.03 2.17 -0.64
C 0.70 1.03 -0.39
N -0.37 0.46 -1.02
C -1.02 -0.79 -0.73
C -2.39 -0.70 -0.09
S -2.30 -0.16 1.67
C 1.54 0.15 0.54
N 2.93 0.54 0.55
H -0.68 0.94 -1.86
H -0.35 -1.55 -0.32
H -1.15 -1.29 -1.71
H -2.81 -1.70 -0.03
H -3.12 -0.05 -0.54
H -1.00 -0.32 1.96
H 1.44 -0.89 0.27
H 1.14 0.17 1.56
H 3.25 0.73 -0.39
H 3.17 1.27 1.19

18
Properties=species:S:1:pos:R:3 method="wB97M-V/def2-TZVPD" energy_ha=-741.07292 relative_energy_ev=8.302 largest_force_ha_per_bohr=0.068 homo_ev="-9.006 / -8.979" lumo_ev="-2.37 / -1.42" homo_lumo_gap_ha="0.2441 / 0.2778"
C 0.10 -2.13 0.88
C -1.19 -1.51 1.39
C 1.62 -1.12 -0.68
C 0.18 3.07 -0.94
N 0.46 -1.64 -0.49
N -0.23 1.71 -0.65
O -0.35 -1.85 -1.44
S -0.75 -0.04 2.40
H 0.93 -2.04 1.65
H -0.10 -3.30 0.72
H -1.73 -1.05 0.62
H -1.86 -2.35 1.97
H 1.97 -0.63 -1.55
H -0.19 3.67 -0.08
H 1.36 3.16 -1.21
H -0.40 3.47 -1.83
H -0.14 1.53 0.36
H 0.33 1.04 -1.12

18
Properties=species:S:1:pos:R:3 method="wB97M-V/def2-TZVPD" smiles="NCNC(=O)CCS" energy_ha=-741.30011 relative_energy_ev=2.120 largest_force_ha_per_bohr=0.102 homo_ev=-8.793 lumo_ev=0.86 homo_lumo_gap_ha=0.3548
O -0.76 1.05 1.44
C -0.25 0.33 0.65
N -1.14 0.14 -0.41
C -0.97 -0.62 -1.74
N -2.21 -1.19 -2.12
C 1.10 -0.31 0.61
C 1.98 0.38 1.69
S 2.17 2.12 1.18
H -2.11 0.53 -0.21
H -0.56 0.28 -2.35
H -0.12 -1.27 -1.62
H -2.57 -1.80 -1.52
H -2.76 -0.68 -2.68
H 1.01 -1.33 1.00
H 1.49 -0.50 -0.32
H 3.05 -0.07 1.92
H 1.51 0.34 2.70
H 1.12 2.61 1.79

17
Properties=species:S:1:pos:R:3 method="wB97M-V/def2-TZVPD" energy_ha=-608.93585 relative_energy_ev=1.872 largest_force_ha_per_bohr=0.085 homo_ev=-13.320 total_charge=+1 lumo_ev=-4.42 homo_lumo_gap_ha=0.3271
C 1.06 -1.24 -0.13
C -0.08 1.26 -0.17
C 1.39 1.11 0.22
C -0.89 0.08 0.30
N 1.86 -0.21 -0.18
N -0.22 -1.14 0.18
P -2.70 0.13 -0.04
H 1.45 -2.22 -0.37
H -0.49 2.19 0.23
H -0.16 1.31 -1.26
H 2.00 1.87 -0.28
H 1.52 1.22 1.30
H -1.14 0.35 2.13
H 2.82 -0.32 -0.45
H -0.78 -1.98 0.27
H -2.93 -1.14 0.51
H -2.60 -0.40 -1.34

17
Properties=species:S:1:pos:R:3 method="wB97M-V/def2-TZVPD" smiles="P[C@@H]1CCNC=[NH+]1" energy_ha=-608.99357 relative_energy_ev=0.301 largest_force_ha_per_bohr=0.095 homo_ev=-13.573 total_charge=+1 lumo_ev=-3.30 homo_lumo_gap_ha=0.3777
C -1.06 1.23 -0.26
C 0.12 -1.21 -0.10
C -1.42 -1.14 0.16
C 0.87 0.04 0.30
N -1.84 0.24 -0.06
N 0.23 1.20 -0.12
P 2.66 -0.08 -0.21
H -1.49 2.18 -0.59
H 0.44 -2.08 0.48
H 0.23 -1.40 -1.17
H -1.86 -1.81 -0.57
H -1.71 -1.47 1.20
H 0.96 0.05 1.58
H -2.90 0.33 -0.20
H 0.79 2.08 -0.50
H 3.12 0.57 0.98
H 2.85 1.26 -0.92

17
Properties=species:S:1:pos:R:3 method="wB97M-V/def2-TZVPD" smiles="C/C=[NH+]/[S-].C=CN" energy_ha=-666.00546 relative_energy_ev=2.653 largest_force_ha_per_bohr=0.106 homo_ev="-7.415 / -7.414" lumo_ev="0.63 / 0.63" homo_lumo_gap_ha="0.2956 / 0.2956"
C 0.78 0.77 1.07
C 0.11 -1.43 -0.88
C 0.91 1.51 0.04
C -0.69 -0.21 -1.08
N -0.32 0.82 2.03
N -1.77 0.00 -0.41
S -2.86 1.28 -0.68
H 1.32 -0.04 1.30
H 1.13 -1.15 -1.28
H 0.34 -1.63 0.20
H -0.37 -2.25 -1.39
H 0.19 2.27 -0.26
H 1.59 1.33 -0.77
H -0.66 0.27 -2.06
H -0.10 0.69 3.01
H -1.89 -0.44 0.57
H -1.02 1.46 1.91

18
Properties=species:S:1:pos:R:3 method="wB97M-V/def2-TZVPD" energy_ha=-1064.13119 relative_energy_ev=4.519 largest_force_ha_per_bohr=0.079 homo_ev=-7.660 lumo_ev=-0.10 homo_lumo_gap_ha=0.2778
C -2.36 0.17 0.76
C 1.40 0.11 -1.24
C -2.45 1.71 0.68
C 1.95 -1.41 0.51
N 0.46 -1.93 -1.07
N 1.23 -1.04 -0.68
S -2.30 -0.62 -0.64
S 2.57 1.37 -0.59
H -2.42 -0.34 1.72
H 0.93 0.32 -2.27
H -1.98 2.09 1.54
H -3.47 2.14 0.92
H -2.18 2.03 -0.29
H 2.21 -0.53 1.00
H 1.38 -2.18 0.92
H 2.87 -1.96 0.07
H 0.02 -1.67 -1.94
H 2.12 1.74 0.61

17
Properties=species:S:1:pos:R:3 method="wB97M-V/def2-TZVPD" smiles="C/N=C/C(N)=[NH+]/C" energy_ha=-322.32408 relative_energy_ev=3.714 largest_force_ha_per_bohr=0.128 homo_ev=-14.816 total_charge=+1 lumo_ev=-5.07 homo_lumo_gap_ha=0.3581
C -0.96 -0.07 -0.47
C 0.46 0.05 -0.17
C -3.09 -0.44 0.15
C 2.66 0.91 -0.22
N -1.67 -0.70 0.36
N 1.09 -1.42 0.59
N 1.31 0.95 -0.48
H -1.22 0.29 -1.48
H -3.30 0.25 -0.66
H -3.42 0.00 1.21
H -3.66 -1.37 0.22
H 2.78 0.09 0.45
H 3.38 0.73 -1.02
H 2.91 1.88 0.28
H 1.51 -0.90 1.37
H 0.25 -2.02 0.88
H 0.95 1.77 -1.01